Record 1
{
  "formula": "C8H8HgNO6",
  "method": "ωB97M-V/def2-TZVPD",
  "e_homo_ev": -10.0595,
  "total_charge": 1,
  "e_above_lowest_kj_mol": 186.69,
  "symbols": ["O", "C", "Hg", "O", "C", "C", "O", "C", "O", "C", "O", "H", "C", "N", "C", "C", "O", "H", "H", "H", "H", "H", "H", "H"],
  "coordinates": [[-0.0112, 2.1056, -2.6543], [-0.0078, 1.4259, -1.7454], [0.0037, -0.1255, -0.1065], [-0.0150, 2.5735, 2.1440], [-0.0125, 1.6943, 1.4366], [0.0082, -1.8562, -1.5365], [-0.0902, -2.9116, -1.0049], [2.2278, -0.2476, -0.1514], [3.3510, -0.2932, -0.2933], [-2.2253, -0.2675, -0.1491], [-3.3481, -0.3251, -0.2898], [0.1129, -1.2687, -2.5403], [0.3234, -0.0079, 3.9912], [0.1974, -1.4414, 3.8988], [0.2063, -2.3249, 5.0081], [0.0274, -2.0727, 2.7177], [-0.0055, -1.4155, 1.6763], [0.4679, 0.2174, 5.0562], [-0.5799, 0.5415, 3.6593], [1.2022, 0.3916, 3.4440], [-0.7406, -2.8772, 5.0112], [1.0217, -3.0398, 4.8567], [0.3391, -1.7216, 5.8863], [-0.0968, -3.1798, 2.5602]],
  "nbo_charge": [-0.3799, 0.3909, 1.3341, -0.3974, 0.4596, -0.0688, -0.5003, 0.3913, -0.3922, 0.3955, -0.3930, 0.1215, -0.4136, -0.4030, -0.4075, 0.5587, -0.7791, 0.2346, 0.2042, 0.2056, 0.2139, 0.2147, 0.2220, 0.1881]
}

---

Record 2
{
  "formula": "C8H8INS",
  "method": "ωB97M-V/def2-TZVPD",
  "e_homo_ev": -8.9670,
  "e_above_lowest_kj_mol": 48.89,
  "smiles": "[H]/N=C(\\I)Sc1ccccc1C",
  "symbols": ["C", "C", "C", "C", "C", "C", "C", "C", "N", "S", "I", "H", "H", "H", "H", "H", "H", "H", "H"],
  "coordinates": [[-0.0769, -0.3590, 2.0362], [1.2730, -0.5330, 1.8002], [-0.9644, -0.3668, 0.9083], [1.7225, -0.7492, 0.5377], [-0.5644, -0.4965, -0.4323], [0.7846, -0.8061, -0.5041], [2.2221, 0.6114, -2.4096], [-1.4501, -0.5413, -1.5395], [2.0062, 1.3793, -1.5159], [1.5719, -1.2336, -2.0715], [3.0634, 0.6691, -4.4501], [-0.3763, -0.3987, 3.0660], [2.0124, -0.5906, 2.5986], [-2.0117, -0.3500, 1.1379], [2.7696, -1.0221, 0.4094], [-0.8169, -0.8049, -2.4075], [-1.9920, -1.5247, -1.4579], [-2.0169, 0.3792, -1.5906], [2.1704, 2.3555, -1.4870]],
  "nbo_charge": [-0.1985, -0.2206, -0.1940, -0.1971, -0.0330, -0.1421, 0.1312, -0.6623, -0.6775, 0.1584, 0.0676, 0.2176, 0.2111, 0.2051, 0.2273, 0.2448, 0.2337, 0.2360, 0.3924]
}

---

Record 3
{
  "formula": "C8H8N",
  "method": "ωB97M-V/def2-TZVPD",
  "e_homo_ev": -13.9572,
  "total_charge": 1,
  "e_above_lowest_kj_mol": 564.62,
  "symbols": ["C", "C", "C", "C", "C", "C", "C", "C", "N", "H", "H", "H", "H", "H", "H", "H", "H"],
  "coordinates": [[0.4765, -2.8041, 0.5171], [-0.2643, -4.0212, 0.2820], [-1.2029, -1.7514, -0.7376], [-0.4179, -0.6736, -0.1704], [-0.3561, 0.6645, -0.5945], [0.3819, -1.4277, 0.6956], [0.1588, 2.1504, 0.7246], [0.8446, 1.5310, -0.5430], [-0.6041, -2.8124, -0.2396], [-1.9384, -1.7339, -1.5652], [-1.2561, 0.9900, -1.0792], [1.2130, -0.8107, 1.1896], [-0.8874, 2.6730, 0.6040], [0.7217, 3.1888, 0.8713], [0.2022, 1.6231, 1.6010], [1.8795, 1.0754, -0.2045], [1.0490, 2.1387, -1.3514]],
  "nbo_charge": [0.0306, 0.3797, 0.0425, -0.2131, 0.2460, -0.1739, -0.6565, -0.4379, -0.3393, 0.2641, 0.2495, 0.2120, 0.2807, 0.3280, 0.2479, 0.2706, 0.2692]
}

---

Record 4
{
  "formula": "C8H8N2",
  "method": "ωB97M-V/def2-TZVPD",
  "e_homo_ev": -8.0249,
  "e_above_lowest_kj_mol": 620.86,
  "symbols": ["C", "C", "C", "C", "C", "C", "C", "C", "H", "H", "H", "H", "H", "H", "H", "H", "N", "N"],
  "coordinates": [[2.3368, -0.8793, 2.1527], [1.5182, -0.0377, 0.8879], [0.4022, -0.0293, -0.9720], [-0.3412, -0.5091, -2.1501], [-1.6326, 0.0796, -2.1828], [-2.3209, 0.7730, -1.2159], [-1.6658, 0.8074, 0.0599], [-0.3863, 0.5427, 0.0353], [1.3863, -1.8126, 2.4237], [3.0698, -0.2759, 3.2828], [3.0921, -1.3592, 1.3648], [0.0044, -1.0336, -2.8921], [-2.1825, 0.3513, -3.1072], [-3.4359, 1.0900, -1.3903], [-2.0898, 1.4276, 0.7427], [0.2875, 0.8144, 2.2317], [1.4945, -0.6135, -0.3823], [0.4633, 0.6642, 1.1110]],
  "nbo_charge": [-0.7195, 0.4106, 0.1158, -0.1829, -0.2471, -0.2050, -0.2403, 0.0731, 0.2508, 0.2572, 0.2590, 0.2054, 0.2086, 0.2235, 0.2102, 0.4305, -0.5059, -0.5441]
}

---

Record 5
{
  "formula": "C8H8N2O",
  "method": "ωB97M-V/def2-TZVPD",
  "e_homo_ev": -9.3142,
  "e_above_lowest_kj_mol": 349.81,
  "smiles": "O=C1NCCc2ccncc21",
  "symbols": ["C", "C", "C", "C", "C", "C", "C", "C", "H", "H", "H", "H", "H", "H", "H", "H", "N", "N", "O"],
  "coordinates": [[0.0015, 1.8130, -0.7408], [1.3708, -0.2724, -1.5345], [0.1971, -1.1978, -1.1850], [-0.3596, -0.5250, 0.0384], [-0.7786, -1.5148, 1.0641], [-1.2280, -0.8817, 2.2867], [-0.9829, 1.2589, 1.4596], [-0.5148, 0.7708, 0.1359], [1.7799, 1.9672, -1.7494], [2.1366, -0.6034, -2.4319], [1.9742, -0.2482, -0.5914], [-0.6307, -1.6397, -1.8653], [0.7181, -2.0316, -0.9851], [-0.5782, -2.5673, 1.0412], [-1.6579, -1.4445, 3.2549], [-1.1654, 2.4134, 1.5647], [1.1628, 1.2775, -1.4707], [-1.1137, 0.4513, 2.5604], [-0.3314, 2.9744, -0.8519]],
  "nbo_charge": [0.6732, -0.2179, -0.4494, 0.0627, -0.2754, 0.0552, 0.1238, -0.2472, 0.4024, 0.2276, 0.2039, 0.2343, 0.2215, 0.2312, 0.2079, 0.2287, -0.6626, -0.4440, -0.5759]
}

---

Record 6
{
  "formula": "C8H8N2O2",
  "method": "ωB97M-V/def2-TZVPD",
  "e_homo_ev": -8.4550,
  "e_above_lowest_kj_mol": 773.53,
  "symbols": ["C", "C", "C", "C", "C", "C", "C", "C", "H", "H", "H", "H", "H", "H", "H", "H", "N", "N", "O", "O"],
  "coordinates": [[2.5612, -0.9621, 0.9655], [2.5228, 0.3161, 0.5872], [1.3960, 0.8353, -0.1924], [1.4411, 2.2572, -0.5575], [-1.6455, 0.4476, 0.3648], [-1.7913, -0.7501, -0.5419], [-0.5365, -1.4593, -0.7576], [0.5355, -2.0433, -0.9316], [3.3983, -1.3751, 1.5503], [1.7523, -1.6198, 0.7262], [3.3119, 1.0172, 0.8295], [-4.4216, 1.4635, 0.4393], [-0.7376, 0.7046, 0.8221], [-2.2081, -0.4211, -1.5061], [-2.5456, -1.4343, -0.1206], [1.4243, -2.5572, -1.1043], [1.5024, 3.3801, -0.8370], [-2.5955, 1.2197, 0.6972], [0.4263, 0.1718, -0.5513], [-3.7905, 0.8093, 0.1183]],
  "nbo_charge": [-0.2490, -0.3225, 0.4428, 0.1780, 0.0648, -0.5669, 0.1015, -0.3042, 0.2119, 0.2247, 0.2295, 0.4806, 0.2010, 0.2660, 0.2676, 0.2317, -0.2400, -0.1204, -0.5106, -0.5865]
}